(1)
{"formula": "C6H10O6Ru", "method": "wB97M-V/def2-TZVPD", "spin_multiplicity": 7, "s2": 12.01, "charge": 4, "lumo_ev": [-16.75, -22.57], "elements": ["O", "C", "O", "C", "C", "C", "C", "O", "C", "O", "O", "H", "H", "H", "H", "H", "H", "H", "H", "H", "Ru", "O", "H"], "positions_angstrom": [[-1.376, 0.254, 2.001], [-1.887, 0.804, 1.076], [-1.335, 1.604, 0.149], [0.114, 1.613, -0.068], [0.447, 1.134, -1.463], [0.023, -0.291, -1.814], [0.483, -1.370, -0.868], [1.967, -1.332, -0.828], [2.621, -2.079, -0.054], [2.024, -2.898, 0.734], [3.893, -2.049, -0.105], [0.544, 0.994, 0.726], [0.405, 2.658, 0.071], [1.537, 1.242, -1.557], [0.006, 1.821, -2.198], [0.371, -0.529, -2.827], [-1.074, -0.371, -1.842], [0.203, -2.367, -1.226], [0.138, -1.228, 0.164], [4.360, -2.669, 0.484], [-3.109, 2.439, -0.507], [-3.143, 1.291, 1.168], [-3.438, 1.099, 2.125]], "lowdin_charge": [0.307, -0.566, -0.135, -0.015, -0.048, -0.019, 0.039, 0.214, -0.466, 0.469, 0.403, 0.161, 0.201, 0.177, 0.171, 0.228, 0.160, 0.235, 0.180, 0.232, 1.770, 0.036, 0.266]}



(2)
{"formula": "C6H10OS", "method": "wB97M-V/def2-TZVPD", "relative_energy_kj_mol": 846.0, "spin_multiplicity": 1, "charge": 0, "lumo_ev": 0.65, "elements": ["C", "C", "C", "C", "C", "C", "H", "H", "H", "H", "H", "H", "H", "H", "H", "H", "O", "S"], "positions_angstrom": [[-1.793, 1.803, 0.302], [-0.830, 0.798, 0.867], [-0.397, -0.421, -0.106], [0.412, -1.214, -1.297], [1.815, -1.621, -0.570], [0.572, 0.672, 0.168], [-0.809, 2.886, 0.222], [-2.162, 1.511, -1.029], [-2.932, 1.992, 1.139], [-0.381, -0.048, 2.695], [-0.357, -1.214, 0.644], [-0.077, -2.166, -1.613], [0.546, -0.647, -2.408], [1.953, -2.547, 0.212], [2.579, -1.629, -1.419], [0.863, 1.322, -0.673], [-1.079, 0.533, 2.174], [2.076, -0.011, 0.691]], "lowdin_charge": [-0.076, -0.602, -0.238, -0.204, -0.318, -0.663, 0.174, 0.171, 0.180, 0.180, 0.099, 0.079, 0.157, 0.106, 0.065, 0.098, -0.009, 0.800]}



(3)
{"formula": "C6H10OS", "method": "wB97M-V/def2-TZVPD", "relative_energy_kj_mol": 382.1, "spin_multiplicity": 1, "smiles": "C[C@]1(C=O)C[C@@H](S)C1", "charge": 0, "lumo_ev": 0.23, "elements": ["C", "C", "C", "O", "C", "C", "S", "C", "H", "H", "H", "H", "H", "H", "H", "H", "H", "H"], "positions_angstrom": [[-2.097, 0.096, 0.127], [-0.534, 0.083, -0.127], [-0.107, 1.526, -0.469], [0.826, 2.115, 0.169], [0.311, -0.976, -0.958], [1.426, -0.943, 0.049], [2.994, 0.233, -0.059], [0.289, -0.418, 1.045], [-2.642, 0.718, -0.745], [-2.459, -0.901, 0.090], [-2.320, 0.477, 1.224], [-0.593, 2.015, -1.474], [-0.106, -2.000, -1.067], [0.558, -0.500, -1.924], [2.002, -1.966, 0.434], [2.281, 1.416, 0.420], [-0.536, -1.272, 1.381], [0.706, 0.299, 1.884]], "lowdin_charge": [-0.044, -0.488, -0.138, -0.096, -0.153, -0.551, 0.612, -0.180, 0.117, 0.041, 0.123, 0.173, 0.130, 0.112, 0.132, -0.096, 0.165, 0.142]}



(4)
{"formula": "C6H10OS", "method": "wB97M-V/def2-TZVPD", "relative_energy_kj_mol": 309.6, "spin_multiplicity": 1, "charge": 0, "lumo_ev": 0.80, "elements": ["C", "C", "C", "C", "C", "C", "O", "S", "H", "H", "H", "H", "H", "H", "H", "H", "H", "H"], "positions_angstrom": [[0.105, -1.697, 0.322], [0.515, -0.623, -0.635], [-0.954, -2.511, -0.046], [0.332, 0.764, 0.099], [-0.701, 0.686, 1.237], [0.121, 1.917, -0.830], [2.849, 1.037, -0.822], [2.078, 0.165, 0.092], [0.593, -1.659, 1.288], [0.419, -0.615, -1.703], [-1.543, -2.433, -0.933], [-1.398, -3.311, 0.630], [-1.191, 1.657, 1.293], [-0.299, 0.368, 2.241], [-1.376, -0.138, 1.027], [-0.923, 2.178, -1.001], [0.610, 1.527, -1.816], [0.761, 2.687, -0.443]], "lowdin_charge": [-0.216, -0.333, 0.018, -0.627, -0.065, -0.081, -0.549, 1.009, 0.095, 0.119, 0.045, 0.074, 0.078, 0.098, 0.060, 0.091, 0.109, 0.076]}



(5)
{"formula": "C6H10OSe", "method": "wB97M-V/def2-TZVPD", "relative_energy_kj_mol": 161.3, "spin_multiplicity": 1, "smiles": "CO[C@H]1CC=CC[Se]1", "charge": 0, "lumo_ev": 0.60, "elements": ["C", "O", "C", "C", "C", "C", "C", "Se", "H", "H", "H", "H", "H", "H", "H", "H", "H", "H"], "positions_angstrom": [[1.596, -2.516, 0.160], [1.288, -1.314, -0.560], [0.629, -0.395, 0.198], [0.668, 0.902, -0.443], [-0.229, 1.910, 0.259], [-1.570, 1.830, 0.420], [-2.068, 0.838, -0.446], [-1.727, -0.951, 0.371], [2.506, -2.423, 0.853], [1.906, -3.224, -0.582], [0.832, -2.924, 0.762], [0.784, -0.384, 1.331], [0.339, 0.738, -1.506], [1.695, 1.256, -0.619], [0.312, 2.591, 0.895], [-2.202, 2.587, 0.810], [-3.149, 0.695, -0.538], [-1.612, 0.783, -1.365]], "lowdin_charge": [-0.081, -0.155, -0.411, -0.215, -0.112, -0.196, -0.552, 0.786, 0.117, 0.081, 0.062, 0.135, 0.135, 0.133, 0.093, 0.103, 0.052, 0.025]}



(6)
{"formula": "C6H10OSi", "method": "wB97M-V/def2-TZVPD", "relative_energy_kj_mol": 234.8, "spin_multiplicity": 1, "charge": 0, "lumo_ev": 0.73, "elements": ["C", "C", "C", "C", "C", "C", "O", "Si", "H", "H", "H", "H", "H", "H", "H", "H", "H", "H"], "positions_angstrom": [[-3.212, 0.691, 0.122], [-1.903, 1.178, 0.373], [-3.058, -0.609, -0.251], [-1.060, 0.138, 0.116], [2.280, 1.223, -0.614], [1.878, -1.829, 0.113], [-1.755, -0.950, -0.248], [1.525, -0.031, 0.581], [-4.128, 1.237, 0.212], [-1.628, 2.163, 0.691], [-3.767, -1.364, -0.530], [3.321, 1.417, -0.374], [2.241, 0.867, -1.637], [1.749, 2.167, -0.576], [1.378, -2.080, -0.817], [2.939, -2.022, -0.025], [1.512, -2.512, 0.874], [1.688, 0.314, 1.988]], "lowdin_charge": [-0.099, -0.143, -0.160, -0.202, -0.249, -0.247, -0.058, 0.795, 0.092, 0.082, 0.111, 0.019, 0.026, 0.018, 0.027, 0.021, 0.021, -0.054]}



(7)
{"formula": "C6H10S", "method": "wB97M-V/def2-TZVPD", "relative_energy_kj_mol": 518.6, "spin_multiplicity": 1, "charge": 0, "lumo_ev": [0.32, -2.52], "elements": ["C", "C", "C", "C", "C", "C", "S", "H", "H", "H", "H", "H", "H", "H", "H", "H", "H"], "positions_angstrom": [[-1.541, 0.953, -1.465], [-1.103, 1.798, -0.513], [-0.805, -0.314, -1.232], [-0.264, 1.046, 0.529], [0.203, -1.241, 0.826], [-0.750, -0.352, 0.315], [4.290, -1.199, 2.308], [-2.012, 1.313, -2.337], [-1.471, 2.798, -0.411], [-1.008, -1.289, -1.682], [0.295, -0.243, -1.665], [0.787, 1.291, 0.173], [-0.351, 1.549, 1.535], [1.300, -0.942, 0.796], [-0.055, -2.305, 0.749], [-1.849, -0.591, 0.577], [4.334, -2.272, 1.496]], "lowdin_charge": [-0.102, -0.095, -0.193, -0.187, 0.022, -0.469, 0.315, 0.084, 0.090, 0.105, 0.153, 0.140, 0.127, 0.068, 0.063, 0.181, -0.302]}



(8)
{"formula": "C6H10S", "method": "wB97M-V/def2-TZVPD", "relative_energy_kj_mol": 611.2, "spin_multiplicity": 1, "charge": 0, "lumo_ev": [-0.07, -2.61], "elements": ["C", "C", "C", "C", "C", "C", "S", "H", "H", "H", "H", "H", "H", "H", "H", "H", "H"], "positions_angstrom": [[1.033, 0.039, -1.143], [0.258, -0.220, 0.146], [-0.096, -0.634, -1.778], [-0.702, -1.046, -0.717], [-0.347, 0.933, 0.819], [-1.947, -1.795, -0.204], [2.939, 1.896, 1.120], [1.177, 1.115, -1.273], [1.988, -0.513, -1.221], [0.989, -0.724, 0.772], [3.247, 3.151, 1.051], [-0.884, 1.509, 0.106], [0.577, 1.487, 1.224], [-1.049, 0.612, 1.631], [-2.043, -2.527, 0.622], [-2.370, -2.231, -1.101], [-2.769, -1.050, -0.052]], "lowdin_charge": [-0.201, -0.406, 0.081, -0.256, -0.087, -0.042, 0.481, 0.088, 0.116, 0.135, -0.315, 0.080, 0.006, 0.101, 0.081, 0.057, 0.081]}



(9)
{"formula": "C6H11BNO2", "method": "wB97M-V/def2-TZVPD", "relative_energy_kj_mol": 72.3, "spin_multiplicity": 1, "smiles": "CC1=CC=C[C@H](B(O)O)[NH2+]1", "charge": 1, "lumo_ev": -3.34, "elements": ["C", "C", "C", "C", "C", "C", "B", "O", "O", "N", "H", "H", "H", "H", "H", "H", "H", "H", "H", "H", "H"], "positions_angstrom": [[1.901, -1.540, 0.544], [1.375, -0.228, 0.137], [1.518, 0.986, 0.591], [0.685, 2.105, 0.242], [-0.451, 1.841, -0.383], [-0.829, 0.543, -0.862], [-1.895, -0.387, 0.020], [-2.878, 0.043, 0.768], [-1.615, -1.696, -0.104], [0.442, -0.313, -1.046], [2.100, -1.425, 1.525], [2.629, -2.148, 0.076], [1.001, -2.196, 0.455], [2.201, 1.203, 1.547], [0.964, 3.018, 0.555], [-1.204, 2.655, -0.515], [-1.444, 0.469, -1.847], [-3.233, 0.856, 1.164], [-2.289, -2.371, 0.251], [0.221, -1.334, -1.131], [0.800, -0.081, -1.984]], "lowdin_charge": [0.010, -0.237, -0.014, -0.049, -0.059, -0.116, -0.670, 0.259, 0.168, 0.122, 0.060, 0.093, 0.105, 0.190, 0.083, 0.153, 0.199, 0.154, 0.188, 0.164, 0.198]}



(10)
{"formula": "C6H11BO2", "method": "wB97M-V/def2-TZVPD", "relative_energy_kj_mol": 400.6, "spin_multiplicity": 1, "charge": 0, "lumo_ev": [-0.13, -0.13], "elements": ["B", "C", "C", "C", "C", "C", "C", "O", "O", "H", "H", "H", "H", "H", "H", "H", "H", "H", "H", "H"], "positions_angstrom": [[1.562, 0.055, -0.248], [-0.538, -0.313, -1.593], [0.198, 0.374, -0.714], [-2.005, -0.011, -1.595], [-0.726, 1.310, 0.027], [-1.987, 1.307, -0.850], [1.709, -1.586, 2.447], [2.845, -0.060, -0.259], [1.049, -1.582, 1.269], [-0.278, -1.345, -2.158], [-2.501, -0.071, -2.567], [-2.455, -0.835, -0.914], [-1.035, 0.925, 0.969], [-0.340, 2.297, 0.204], [-1.985, 2.021, -1.673], [-2.848, 1.618, -0.278], [1.055, -1.535, 3.436], [2.368, -0.767, 2.559], [2.517, -2.481, 2.596], [3.394, 0.679, -0.658]], "lowdin_charge": [-0.137, -0.047, -0.150, -0.181, -0.132, -0.198, -0.374, 0.248, -0.282, 0.176, 0.111, 0.155, 0.116, 0.111, 0.111, 0.106, 0.086, 0.013, 0.094, 0.176]}